(w)
The following is a quantum chemistry calculation of a cluster of 2 separate species, C3H6O3 in total, from the OMol25 dataset.

Atoms and positions in Å:
O  -0.271  0.751  0.804
O  0.565  -1.321  1.922
O  -1.600  -0.123  -1.206
C  0.348  1.192  -0.366
C  0.687  -0.176  -0.208
C  -0.259  0.178  -1.289
H  0.144  0.091  -2.292
H  -1.837  0.201  -0.317
H  -0.196  -1.811  1.589
H  1.573  -0.800  -0.077
H  0.914  2.100  -0.414
H  0.230  -0.406  1.928

Computed properties:
frontier orbital gap: 10.504 eV
LUMO energy: 0.8 eV
structure (SMILES): O[C@H]1[C@H]2O[C@@H]12.O

=====

(x)
The following is a quantum chemistry calculation of a cluster of 2 separate species, C3H6O3 in total, from the OMol25 dataset.

Atoms and positions in Å:
O  -0.106  0.221  -1.319
O  -0.927  1.706  -0.494
O  0.184  -0.389  -2.533
C  0.290  -1.339  0.870
C  -0.766  1.044  0.665
C  0.438  -0.051  0.510
H  1.072  -0.041  -2.737
H  1.125  -1.923  1.237
H  -1.658  0.485  0.984
H  -0.389  1.696  1.466
H  1.422  0.404  0.494
H  -0.684  -1.813  0.858

Computed properties:
frontier orbital gap (alpha / beta): 7.395 / 7.397 eV
LUMO energy (alpha / beta): -1.8 / -1.8 eV

=====

The relative energies come out as (w) 0.0; (x) 412.1, with values in kJ/mol.

=====

(w)
The following is a quantum chemistry calculation of the molecule C3H6O3, from the OMol25 dataset.

Atoms and positions in Å:
O  -1.829  -0.999  0.157
O  0.710  1.625  0.531
O  -2.008  1.254  -0.194
C  0.228  0.241  0.414
C  -1.381  0.286  0.096
C  1.161  -0.680  -0.376
H  1.002  -1.687  -0.326
H  0.220  -0.061  1.462
H  -2.783  -1.069  -0.069
H  2.149  -0.537  0.060
H  1.468  -0.434  -1.484
H  1.063  2.061  -0.271

Computed properties:
frontier orbital gap: 10.890 eV
LUMO energy: 0.7 eV
structure (SMILES): C[C@@H](O)C(=O)O

=====

(x)
The following is a quantum chemistry calculation of a cluster of 2 separate species, C3H6O3 in total, from the OMol25 dataset.

Atoms and positions in Å:
O  -1.215  1.786  -1.107
O  0.566  2.804  0.123
O  0.071  -1.332  -0.533
C  -0.359  2.091  -0.027
C  0.755  -2.030  0.256
C  0.265  -3.074  1.208
H  1.858  -1.677  0.348
H  0.335  -2.549  2.187
H  -0.856  -3.246  1.094
H  0.756  -4.095  1.008
H  -0.889  2.141  -1.912
H  -0.553  1.437  0.793

Computed properties:
frontier orbital gap: 10.945 eV
LUMO energy: 0.9 eV
structure (SMILES): CC=O.O=CO

=====

(y)
The following is a quantum chemistry calculation of a cluster of 2 separate species, C3H6O3 in total, from the OMol25 dataset.

Atoms and positions in Å:
O  -1.165  -0.592  -1.228
O  0.256  1.095  0.768
O  -2.098  1.329  -0.551
C  -2.034  0.235  -1.265
C  1.951  -0.581  0.569
C  0.603  -0.053  0.896
H  -2.913  0.160  -1.928
H  1.833  -1.259  -0.277
H  -0.102  -0.815  1.271
H  2.341  -1.160  1.403
H  2.634  0.220  0.303
H  -1.306  1.420  0.039

Computed properties:
frontier orbital gap: 11.414 eV
LUMO energy: 1.0 eV
structure (SMILES): CC=O.O=CO

=====

(z)
The following is a quantum chemistry calculation of the molecule C3H6O3, from the OMol25 dataset.

Atoms and positions in Å:
O  0.837  -1.572  -0.879
O  -1.050  -0.946  0.220
O  1.365  0.986  -0.695
C  -0.298  -1.766  -0.507
C  -0.434  0.236  0.815
C  0.151  1.314  -0.083
H  -1.225  0.709  1.411
H  1.348  0.024  -0.847
H  0.315  2.103  0.663
H  -0.575  1.716  -0.810
H  0.372  -0.099  1.481
H  -0.806  -2.706  -0.768

Computed properties:
frontier orbital gap: 10.974 eV
LUMO energy: 0.8 eV
structure (SMILES): O=COCCO

=====

The relative energies come out as (w) 48.1; (x) 117.0; (y) 0.0; (z) 37.2, with values in kJ/mol.

=====

(w)
The following is a quantum chemistry calculation of the molecule C3H6O3, from the OMol25 dataset.

Atoms and positions in Å:
O  -0.761  0.174  1.907
O  1.523  -1.274  -1.394
O  -1.215  2.028  0.707
C  -0.735  0.772  0.869
C  0.826  -0.863  -0.186
C  -0.132  0.280  -0.432
H  0.305  -1.759  0.154
H  0.326  1.044  -1.054
H  0.979  -2.034  -1.703
H  -1.641  2.299  1.539
H  -1.001  0.012  -1.039
H  1.526  -0.682  0.631

Computed properties:
frontier orbital gap: 11.281 eV
LUMO energy: 0.7 eV
structure (SMILES): O=C(O)CCO

=====

(x)
The following is a quantum chemistry calculation of the molecule C3H6O3, from the OMol25 dataset.

Atoms and positions in Å:
O  -0.607  -0.134  -1.253
O  0.462  -0.540  0.821
O  -1.664  0.239  1.172
C  1.752  0.808  -0.704
C  0.652  0.085  -0.339
C  -0.870  -0.919  1.171
H  2.554  0.970  -0.040
H  -0.649  -1.162  2.137
H  -1.141  -1.650  0.492
H  -0.520  0.671  -1.839
H  -1.777  0.495  0.155
H  1.808  1.138  -1.774

Computed properties:
frontier orbital gap: 9.666 eV
LUMO energy: 0.6 eV
structure (SMILES): C=C(O)OCO

=====

The relative energies come out as (w) 0.0; (x) 217.5, with values in kJ/mol.

=====

(w)
The following is a quantum chemistry calculation of a cluster of 2 separate species, C3H6O3 in total, from the OMol25 dataset.

Atoms and positions in Å:
O  1.481  -0.502  1.359
O  -0.065  -1.452  -0.643
O  -1.221  -0.199  1.203
C  0.588  0.330  0.832
C  -0.088  0.816  -1.430
C  -0.058  -0.080  -0.400
H  -0.719  -1.813  -0.019
H  -1.826  0.488  0.891
H  0.096  1.868  -1.260
H  1.436  -1.331  0.835
H  -0.378  0.495  -2.421
H  0.753  1.380  1.053

Computed properties:
frontier orbital gap: 9.134 eV
LUMO energy: 0.6 eV

=====

(x)
The following is a quantum chemistry calculation of a cluster of 2 separate species, C3H6O3 in total, from the OMol25 dataset.

Atoms and positions in Å:
O  0.054  0.468  -1.288
O  0.830  -0.339  0.680
O  -1.874  1.173  1.074
C  -0.109  0.122  -0.147
C  -1.404  0.144  0.662
C  2.168  -0.291  0.183
H  -1.842  -0.852  0.869
H  2.272  -0.945  -0.686
H  2.422  0.736  -0.097
H  -2.507  -0.078  -1.315
H  -2.801  0.493  -0.944
H  2.791  -0.633  1.009

Computed properties:
frontier orbital gap: 10.707 eV
LUMO energy: 0.6 eV
structure (SMILES): COC(=O)C=O.[H][H]

=====

(y)
The following is a quantum chemistry calculation of a cluster of 2 separate species, C3H6O3 in total, from the OMol25 dataset.

Atoms and positions in Å:
O  1.473  -0.452  2.686
O  1.009  -1.424  0.755
O  0.049  1.278  0.722
C  0.035  0.781  -0.353
C  1.194  -1.466  1.953
C  -1.181  0.111  -0.962
H  -1.133  -0.508  -1.814
H  1.442  0.254  2.050
H  1.322  -2.353  2.463
H  0.991  0.941  -0.997
H  -1.811  -0.341  -0.204
H  -1.952  0.816  -1.283

Computed properties:
frontier orbital gap: 10.991 eV
LUMO energy: 1.0 eV
structure (SMILES): CC=O.O=CO

=====

(z)
The following is a quantum chemistry calculation of a structure of composition C3H6O3, from the OMol25 dataset.

Atoms and positions in Å:
O  0.174  2.197  0.129
O  -2.420  -0.296  1.004
O  -2.095  0.221  -0.330
C  -0.032  1.085  -0.079
C  1.821  -0.128  -0.144
C  -0.127  -0.270  -0.290
H  -3.230  -0.790  0.820
H  -0.213  -0.621  -1.308
H  2.131  0.194  0.848
H  2.047  -1.180  -0.296
H  2.263  0.481  -0.932
H  -0.318  -0.894  0.577

Computed properties:
frontier orbital gap: 7.759 eV
LUMO energy: 0.1 eV

=====

The relative energies come out as (w) 227.8; (x) 111.4; (y) 0.0; (z) 625.9, with values in kJ/mol.